Below is 6 unconnected molecules or ions with the total composition C41H91N7O6, with properties calculated with wB97M-V/def2-TZVPD.

Properties
- SMILES: CC1(C)CCCC(C)(C)N1O.CC1(C)CCCC(C)(C)N1O.CC1(C)CCCC(C)(C)N1O.CC1(C)CCCC(C)(C)N1O.COC[C@H](C)N.NC(N)=O
- LUMO energy: 0.016 hartree
- Largest force on an atom: 0.05268 Eh/bohr
- ΔE to the lowest compared entry with this formula, charge and spin: 141.5 kJ/mol
- Orbital gap: 8.0 eV
- E_tot: -2451.2737 Eh

Structure (XYZ):
```
145
C41H91N7O6 | OMol25 | wB97M-V/def2-TZVPD
H 9.984 -1.767 20.800
C 5.109 4.674 14.476
H 14.957 -0.955 22.113
C 12.765 5.336 14.544
H 2.511 5.489 14.960
H 9.963 5.246 13.537
H 10.270 -0.900 23.044
H 12.835 -2.625 19.502
C 14.830 -1.167 21.051
H 10.490 -2.134 15.620
H 6.656 -0.858 13.866
C 13.868 4.327 12.487
H 8.683 -2.353 11.356
H 7.737 -4.039 8.534
H 10.406 -0.882 19.389
H 11.068 0.674 23.388
C 3.548 5.505 10.563
N 11.383 -5.012 16.483
H 6.422 3.757 13.103
N 3.336 4.392 12.743
O 12.222 -2.080 22.017
C 13.453 -0.760 20.463
C 13.296 6.754 12.526
H 9.780 -4.228 9.633
H 12.149 2.466 11.512
H 14.220 7.071 13.001
N 11.516 5.051 12.476
H 8.447 1.027 12.270
C 9.424 -5.212 9.304
H 5.293 6.404 12.229
H 8.980 2.173 14.306
H 12.360 6.258 14.982
H 3.837 2.541 11.196
H 15.584 -0.708 20.421
H 10.406 1.515 16.418
C 10.314 0.473 16.097
H 9.719 -4.053 19.073
H 11.606 0.004 13.512
N 12.365 -0.817 21.427
H 6.908 -3.166 13.636
C 12.828 5.359 13.027
H 3.442 6.524 10.945
H 14.130 -1.810 18.682
C 10.997 5.347 10.021
C 10.938 0.840 13.744
H 3.104 4.405 16.131
H 12.025 3.012 9.882
H 9.783 3.282 12.507
H 12.535 2.490 19.387
H 9.344 -7.263 10.055
H 4.947 2.110 13.844
H 9.756 2.720 10.793
H 11.281 -0.012 16.205
H 8.466 -3.815 13.890
H 14.164 1.183 20.838
H 11.651 2.129 21.463
C 7.836 0.817 13.157
H 6.286 5.322 11.274
H 10.423 6.223 10.332
H 11.003 -5.748 8.017
H 5.582 4.107 15.279
C 13.609 3.954 11.075
H 14.829 4.807 12.693
H 10.702 -6.389 10.393
H 12.680 -1.991 22.860
H 4.657 3.354 9.837
H 5.009 5.710 14.811
H 6.960 1.441 12.960
C 9.602 -6.254 10.405
H 9.443 -7.972 12.196
H 7.427 -4.823 10.033
N 9.991 -5.619 8.034
H 11.991 4.647 14.892
H 6.908 -0.776 12.170
H 11.981 5.683 9.691
H 10.054 -1.356 11.748
C 9.359 -2.082 12.178
C 4.592 3.275 10.918
C 8.567 1.166 14.443
O 10.467 5.856 12.984
H 9.512 0.708 22.530
C 4.245 4.616 11.632
C 11.106 4.405 11.220
H 10.253 -6.820 13.143
C 10.102 -0.740 20.428
C 3.942 2.448 14.099
H 14.292 0.647 19.083
H 5.535 2.931 11.350
C 12.405 1.430 19.612
C 12.195 3.371 10.900
C 9.814 0.337 14.644
C 7.931 -4.971 9.075
H 1.910 3.730 15.027
C 2.742 4.433 15.101
C 10.833 -4.105 17.343
O 10.965 -2.891 17.193
H 11.706 -4.631 15.610
C 13.189 -1.635 19.211
H 13.811 4.682 10.283
C 8.576 -1.666 13.405
C 7.430 -0.644 13.122
H 11.496 -5.995 16.627
C 11.400 1.332 20.751
H 7.030 5.277 13.718
C 6.133 4.793 13.332
N 9.456 -1.085 14.420
H 10.078 -5.644 18.380
H 7.810 1.149 15.230
H 4.068 5.562 9.610
C 5.517 5.348 12.047
H 9.522 0.095 16.749
C 13.684 0.695 19.987
H 13.240 6.863 11.442
H 14.286 3.175 10.699
H 12.466 7.413 12.811
H 7.707 -2.616 15.080
H 13.719 5.212 15.056
H 13.955 3.426 13.105
O 2.092 3.844 12.367
H 3.670 2.031 15.076
H 8.905 4.067 11.173
O 10.567 -1.921 14.671
H 11.998 1.003 18.689
H 1.482 4.546 12.626
C 10.410 0.127 22.713
C 9.294 -6.978 12.631
H 11.434 1.740 14.101
C 3.788 3.959 14.057
C 7.889 -2.903 14.044
H 10.601 1.016 12.714
C 11.133 -0.036 21.348
H 3.199 1.928 13.490
H 12.513 -1.126 18.528
H 8.444 -6.865 13.298
H 14.878 -2.260 21.017
H 10.547 4.897 9.134
H 9.949 -4.831 7.389
C 9.845 3.579 11.463
O 9.072 -5.966 11.667
N 10.068 -4.642 18.342
H 2.540 5.116 10.416
H 9.953 -2.993 12.278
H 10.463 1.746 20.358
H 7.405 -5.754 8.528
H 9.089 -0.340 20.481
```